Record 1
This record from OMol25 describes a single C2H9N2OP molecule in a non-equilibrium geometry. The level of theory is ωB97M-V with the def2-TZVPD basis set.

Bonds (Å) are listed after each position.
CARTESIAN COORDINATES (ANGSTROEM)
1 C 0.168 -1.210 -1.080  P3 1.818, H4 1.085, H9 1.081, H14 1.154
2 H -2.874 -0.689 0.358  N15 1.068
3 P -0.716 0.028 -0.084  C1 1.818, C7 1.784, O8 1.645, N15 1.556
4 H -0.056 -1.228 -2.142  C1 1.085
5 H 1.504 0.633 2.267  N6 1.094
6 N 1.450 -0.174 1.530  H5 1.094, O8 1.483, H11 1.033
7 C -0.005 1.597 -0.546  P3 1.784, H10 1.041, H12 1.165, H13 1.017
8 O -0.017 -0.319 1.365  P3 1.645, N6 1.483
9 H 1.241 -1.253 -0.956  C1 1.081
10 H -0.055 1.458 -1.577  C7 1.041
11 H 1.741 -1.015 2.054  N6 1.033
12 H -0.670 2.525 -0.316  C7 1.165
13 H 0.913 1.716 -0.123  C7 1.017
14 H -0.359 -2.192 -0.777  C1 1.154
15 N -2.264 0.124 0.026  H2 1.068, P3 1.556

Values from the calculation:
SMILES string: CP(C)(=N)ON
Max |F|: 4.62 eV/A
Frontier orbital gap: 9.875 eV
Net charge: 0
LUMO energy: 0.0314 hartree
Highest occupied orbital energy: -0.332 Ha

Here are the Mulliken charges for atoms 1 to 2, given in e: -1.12, 0.23

Record 2
This record from OMol25 describes a single C11H15N2O5P molecule in a non-equilibrium geometry. The level of theory is ωB97M-V with the def2-TZVPD basis set.

Bonds (Å) are listed after each position.
CARTESIAN COORDINATES (ANGSTROEM)
1 H 1.545 2.823 0.256  C12 1.111
2 C -0.949 -1.500 1.830  O4 1.227, C15 1.443, N28 1.373
3 H -4.920 -0.711 -1.750  C22 1.133
4 O -1.082 -2.368 2.687  C2 1.227
5 H 1.239 -1.746 -2.459  C7 1.125
6 C -3.028 0.176 -0.909  C22 1.412, H23 1.076, C29 1.418
7 C 1.250 -0.689 -2.072  H5 1.125, H8 1.067, C20 1.514, O34 1.455
8 H 1.797 -0.120 -2.789  C7 1.067
9 N 1.323 0.752 -0.089  C12 1.462, P16 1.729, C20 1.520
10 C -3.950 -1.941 -0.123  H13 1.036, C18 1.321, C22 1.468
11 H 1.334 -1.487 -0.226  C20 1.100
12 C 2.092 1.987 -0.230  H1 1.111, N9 1.462, C19 1.565, H33 1.120
13 H -4.810 -2.518 -0.091  C10 1.036
14 O 0.422 1.704 2.101  P16 1.438
15 C -1.975 -1.194 0.862  C2 1.443, C18 1.375, C29 1.437
16 P 0.096 0.696 1.128  N9 1.729, O14 1.438, N28 1.695, O32 1.590
17 H 4.101 1.068 -0.331  C19 1.090
18 C -2.971 -2.134 0.743  C10 1.321, C15 1.375, H21 1.115
19 C 3.598 1.888 0.181  C12 1.565, H17 1.090, H27 1.089, O30 1.495
20 C 1.783 -0.580 -0.659  C7 1.514, N9 1.520, H11 1.100, H24 1.070
21 H -3.110 -3.090 1.301  C18 1.115
22 C -4.050 -0.791 -1.029  H3 1.133, C6 1.412, C10 1.468
23 H -2.931 0.994 -1.602  C6 1.076
24 H 2.838 -0.755 -0.674  C20 1.070
25 H -0.097 0.766 -1.707  O34 0.995
26 H 3.360 2.386 2.196  O30 0.963
27 H 4.091 2.813 -0.115  C19 1.089
28 N 0.221 -0.789 1.936  C2 1.373, P16 1.695, H31 1.027
29 C -2.090 0.046 0.146  C6 1.418, C15 1.437, O32 1.362
30 O 3.740 1.686 1.655  C19 1.495, H26 0.963
31 H 0.479 -0.597 2.911  N28 1.027
32 O -1.210 1.074 0.304  P16 1.590, C29 1.362
33 H 1.969 2.305 -1.297  C12 1.120
34 O -0.102 -0.154 -2.087  C7 1.455, H25 0.995

Values from the calculation:
SMILES string: O=C1N[P@@](=O)(N(CCO)CCO)Oc2ccccc21
Max |F|: 5.61 eV/A
Frontier orbital gap: 8.941 eV
Net charge: 0
LUMO energy: -0.0081 hartree
Highest occupied orbital energy: -0.337 Ha

Here are the Mulliken charges for atoms 1 to 2, given in e: 0.46, 0.26

Record 3
This record from OMol25 describes an isolated ion of composition CHN2OS and charge -1 in a non-equilibrium geometry. The level of theory is ωB97M-V with the def2-TZVPD basis set.

Bonds (Å) are listed after each position.
CARTESIAN COORDINATES (ANGSTROEM)
1 H -0.341 -0.729 0.467  S6 1.376
2 N 1.552 0.461 0.085  O3 1.397, C5 1.308, S6 1.940
3 O 1.630 1.735 -0.483  N2 1.397
4 N 3.595 -0.836 0.295  C5 1.146
5 C 2.698 -0.168 0.045  N2 1.308, N4 1.146
6 S 0.236 -0.671 -0.780  H1 1.376, N2 1.940

Values from the calculation:
SMILES string: N#CN([O-])S
Max |F|: 3.88 eV/A
Frontier orbital gap (spin up / spin down): 6.658 / 6.659 eV
Net charge: -1
LUMO energy (spin up / spin down): 0.1303 / 0.1303 hartree
Highest occupied orbital energy (spin up / spin down): -0.114 / -0.114 Ha

Here are the Mulliken charges for atoms 1 to 2, given in e: 0.12, -0.10